DFT (ωB97M-V/def2-TZVPD) results for a cluster of 8 separate species, C72H152N8O8 in total at a distorted geometry.

```
240
Properties=species:S:1:pos:R:3:forces:R:3:lowdin_charge:R:1
C 2.14751 -6.52310 0.12597 0.3 -0.3 -0.7 -0.03
C 3.64092 -6.04522 0.45139 -3.0 0.0 -0.5 -0.52
C 3.90415 -4.95477 -0.54649 0.4 0.4 -0.7 -0.05
C 3.57953 -5.47734 1.87406 0.5 -1.1 0.3 -0.12
C 3.42099 -6.65719 2.87868 1.0 1.0 -0.1 -0.16
C 4.54942 -7.68600 2.65796 -0.9 0.0 -0.9 -0.12
C 4.52076 -8.23570 1.20720 1.3 -1.5 0.1 -0.49
C 5.85269 -9.12853 0.95772 -0.9 1.5 0.1 -0.03
C 3.30169 -9.14007 0.97538 0.3 -1.2 -0.3 -0.05
N 4.63251 -7.09832 0.29948 0.0 0.4 -0.3 -0.08
O 4.56909 -7.52375 -1.10782 1.0 0.3 1.1 -0.04
H 2.03971 -6.95852 -0.88173 0.4 0.2 0.2 0.09
H 1.81094 -7.30428 0.78983 -0.2 0.2 0.2 0.03
H 1.40551 -5.71376 0.13786 0.4 0.2 0.3 0.08
H 3.77961 -5.30996 -1.58550 -0.1 0.3 0.6 0.09
H 3.25823 -4.10878 -0.34785 -0.4 0.1 -0.1 0.07
H 4.90303 -4.55379 -0.44559 0.6 0.0 0.0 0.08
H 4.48087 -4.86450 2.01974 -0.1 -0.3 0.4 0.13
H 2.71627 -4.82669 1.98722 -0.1 0.2 -0.3 0.10
H 3.50021 -6.28285 3.88898 0.1 0.3 0.4 0.10
H 2.39037 -7.04399 2.84553 0.5 -0.3 -0.3 0.10
H 4.38457 -8.50449 3.31871 -0.3 -1.0 0.5 0.10
H 5.55233 -7.35298 2.93753 -0.2 0.6 -0.3 0.12
H 6.63378 -8.36857 0.93333 0.3 -0.1 -0.1 0.07
H 5.79876 -9.59966 -0.03516 0.0 -0.1 0.5 0.07
H 6.12591 -9.81870 1.77505 -0.6 0.1 -0.4 0.08
H 2.38599 -8.82266 1.49002 0.4 -0.2 -0.3 0.06
H 3.58061 -10.13230 1.38825 -0.3 0.4 -0.2 0.09
H 3.13096 -9.29961 -0.12300 0.0 0.3 1.0 0.10
H 5.44084 -7.17511 -1.38581 -0.7 -0.5 -0.1 0.12
C -2.10830 -2.32059 5.81139 0.7 0.3 -0.3 -0.05
C -1.94474 -3.38572 6.84763 -0.1 -0.7 1.7 -0.49
C -1.91861 -2.75746 8.30147 0.6 -1.6 -0.6 -0.03
C -3.18896 -4.31234 6.81207 0.7 -0.1 0.2 -0.14
C -3.16986 -5.29321 5.66159 0.5 0.8 -0.8 -0.18
C -1.85323 -6.06068 5.56375 0.9 1.2 -1.1 -0.10
C -0.54709 -5.15741 5.55741 -0.3 0.3 0.3 -0.47
C 0.70432 -6.00728 5.88442 -1.4 -0.4 -0.9 -0.03
C -0.27472 -4.45990 4.19920 -1.2 0.2 0.6 -0.04
N -0.68347 -4.20555 6.70485 -0.7 -0.6 0.0 -0.09
O 0.51242 -3.45093 6.85972 -0.8 0.1 0.2 -0.03
H -2.54692 -2.70621 4.89828 0.3 -0.1 -0.4 0.07
H -2.82489 -1.58710 6.14044 0.0 0.6 0.3 0.08
H -1.09825 -1.88642 5.65188 -0.9 0.3 -0.3 0.09
H -1.66434 -3.59594 8.98855 -0.3 0.5 -0.4 0.09
H -1.07243 -2.08211 8.37446 -0.3 0.5 0.1 0.07
H -2.90132 -2.35835 8.59679 0.5 0.2 -0.3 0.09
H -3.27142 -4.86964 7.75487 0.1 0.2 -0.1 0.12
H -4.06650 -3.66240 6.72221 0.0 -0.1 0.2 0.12
H -4.04023 -5.91942 5.75135 -0.2 -0.7 0.0 0.11
H -3.32335 -4.74148 4.72673 0.0 0.0 0.0 0.09
H -1.78383 -6.61013 4.61589 -0.3 -0.2 0.2 0.12
H -1.78998 -6.74320 6.37598 0.2 -0.7 0.8 0.10
H 0.43513 -6.52548 6.79557 0.5 -0.3 0.3 0.08
H 1.53560 -5.34064 6.00648 0.5 0.1 0.2 0.07
H 0.91460 -6.71321 5.04926 -0.2 0.3 0.6 0.09
H 0.59541 -3.80343 4.28543 0.1 -0.3 -0.3 0.08
H -1.11261 -3.82663 3.89354 0.1 -0.1 0.1 0.04
H -0.17798 -5.20771 3.41810 0.5 -0.1 -0.1 0.08
H 0.54181 -2.81378 6.13707 0.1 0.2 -0.2 0.07
C -3.63711 1.73315 0.20082 -0.7 0.7 2.3 0.02
C -3.90316 1.93502 1.77648 -0.4 1.4 -0.5 -0.47
C -4.92787 3.10393 1.99814 0.5 -0.6 -0.8 -0.01
C -4.43971 0.67460 2.38618 0.0 -0.2 -0.4 -0.16
C -4.48382 0.71480 3.90449 0.3 -0.1 0.3 -0.16
C -3.11220 1.03108 4.54305 0.2 0.3 -1.6 -0.13
C -2.51376 2.35209 3.95058 -1.8 -0.8 0.5 -0.48
C -3.37734 3.48767 4.57256 1.0 0.0 -0.3 -0.02
C -1.05251 2.38229 4.36792 0.0 0.5 0.5 -0.03
N -2.61400 2.20364 2.46482 1.2 0.7 -0.2 -0.08
O -2.05092 3.43233 1.91352 -0.5 -0.5 0.2 -0.05
H -3.37831 2.70114 -0.23152 -0.1 -0.2 -0.1 0.06
H -2.82084 1.05348 0.11642 0.7 -0.5 -0.3 0.05
H -4.53063 1.29038 -0.24908 0.1 0.2 0.0 0.07
H -4.37707 4.03678 1.86791 -0.2 0.1 0.2 0.08
H -5.67124 3.05232 1.19072 0.0 0.0 0.3 0.09
H -5.42035 3.04280 2.97912 0.1 0.2 -0.6 0.06
H -5.43417 0.48533 1.94995 0.2 0.0 0.2 0.13
H -3.77979 -0.11557 2.03650 0.1 -0.5 0.1 0.10
H -5.28516 1.39938 4.22860 0.4 -0.3 0.1 0.11
H -4.71995 -0.28703 4.22056 -0.6 -0.4 0.4 0.10
H -2.40180 0.22007 4.30845 -0.3 0.1 0.0 0.10
H -3.15357 1.09480 5.61939 -0.2 0.2 0.4 0.11
H -3.07989 3.56643 5.60771 0.1 0.1 0.4 0.08
H -4.43955 3.28244 4.55784 0.0 0.0 0.0 0.05
H -3.18546 4.44782 4.10661 0.0 0.2 -0.2 0.08
H -0.96824 2.21616 5.44266 -0.3 0.4 0.3 0.09
H -0.47760 3.29685 4.14253 -0.4 -0.5 -0.2 0.10
H -0.58882 1.48710 4.00331 0.6 -0.3 -0.8 0.06
H -1.19261 3.14514 1.57177 0.0 0.0 -0.1 0.06
C 0.19258 5.65500 0.11334 0.3 0.8 -0.7 -0.01
C -0.80315 5.89445 -1.03204 -0.3 0.3 -1.6 -0.47
C -1.90348 4.83577 -1.06029 -0.4 -0.5 0.7 -0.04
C -1.44562 7.29242 -0.89409 -0.4 -0.3 -1.0 -0.12
C -2.20006 7.78334 -2.15888 0.7 -0.2 1.2 -0.18
C -1.15912 7.85972 -3.24090 0.6 0.5 0.1 -0.15
C -0.49695 6.51306 -3.61456 -1.1 -0.2 0.8 -0.50
C -1.51648 5.65952 -4.37038 -0.5 -0.1 0.1 -0.03
C 0.69617 6.78417 -4.49034 0.6 -0.3 -0.9 -0.04
N -0.02546 5.86393 -2.33095 0.5 1.9 0.8 -0.08
O 0.57606 4.59975 -2.48058 -1.3 -0.1 -1.0 -0.05
H -0.33933 5.67184 1.06132 0.0 -0.2 0.2 0.09
H 0.74231 4.72099 -0.04588 -0.3 0.2 0.2 0.05
H 0.93367 6.49550 0.11246 -0.6 -0.7 0.0 0.09
H -2.50136 4.85504 -0.15077 0.2 0.1 0.3 0.07
H -2.64763 4.88932 -1.84658 0.2 0.5 -0.4 0.07
H -1.51444 3.82255 -1.10789 0.3 -0.2 0.0 0.07
H -2.14653 7.26902 -0.07465 0.0 0.0 0.6 0.12
H -0.66077 8.02452 -0.73915 0.2 0.1 0.4 0.11
H -3.04951 7.16821 -2.40159 -0.3 -0.5 -0.2 0.10
H -2.63663 8.75668 -1.92146 0.2 0.1 -0.2 0.11
H -0.37227 8.55823 -2.88273 -0.3 -0.4 -0.2 0.13
H -1.59214 8.31792 -4.11911 0.1 0.0 -0.6 0.12
H -1.86118 6.13018 -5.29355 0.4 0.2 -0.1 0.09
H -2.45703 5.52756 -3.80214 0.7 -0.4 -0.1 0.08
H -1.03763 4.72098 -4.66593 -0.4 -0.2 0.1 0.07
H 1.34785 7.44806 -3.94062 0.4 0.2 0.0 0.07
H 0.45331 7.24562 -5.48330 -0.1 -0.3 1.0 0.11
H 1.24065 5.85264 -4.72054 -0.1 0.3 0.2 0.08
H -0.18521 4.06901 -2.79385 0.7 -0.5 0.2 0.08
C -4.66272 -4.92443 -0.08673 0.8 0.0 0.1 -0.03
C -4.36798 -3.46645 0.32994 0.5 -1.0 -0.3 -0.50
C -4.09452 -3.43989 1.85465 -0.4 0.8 -0.2 -0.03
C -3.07065 -2.97207 -0.37761 -0.9 0.0 -0.2 -0.12
C -3.37406 -2.74669 -1.86536 0.2 0.6 -0.1 -0.17
C -4.52797 -1.73749 -2.03216 -0.1 0.0 1.3 -0.13
C -5.85844 -2.18325 -1.33014 0.8 0.5 -0.9 -0.48
C -6.82040 -0.91071 -1.27279 1.6 -1.2 0.0 -0.01
C -6.47540 -3.35002 -2.16467 -0.2 1.2 1.0 -0.02
N -5.48652 -2.55527 0.03687 -0.8 0.2 1.2 -0.07
O -6.67195 -3.13402 0.73766 0.8 1.3 -0.2 -0.04
H -4.37329 -5.20654 -1.11155 -0.3 0.3 0.3 0.07
H -4.04161 -5.54013 0.56329 -0.1 -0.3 0.0 0.08
H -5.70356 -5.12957 0.10278 -0.3 -0.3 0.0 0.08
H -4.66707 -4.12226 2.48488 -0.3 -0.1 -0.4 0.08
H -3.04566 -3.64958 2.04703 0.2 0.0 0.0 0.07
H -4.32650 -2.41295 2.17292 0.3 -0.2 0.2 0.07
H -2.78634 -2.04383 0.12185 0.1 0.2 -0.2 0.10
H -2.25982 -3.69762 -0.20083 -0.3 0.1 -0.1 0.12
H -2.52128 -2.35348 -2.44263 0.0 -0.1 0.5 0.09
H -3.61062 -3.69035 -2.36610 -0.1 0.0 0.2 0.10
H -4.76891 -1.66328 -3.07248 -0.1 0.3 -0.7 0.10
H -4.22104 -0.72829 -1.64912 -0.2 -0.8 -0.3 0.12
H -6.38396 -0.20606 -0.54689 -0.4 -0.3 -0.1 0.06
H -7.81550 -1.23341 -1.02536 -0.5 0.1 0.4 0.07
H -6.84240 -0.40534 -2.23618 0.0 -0.1 -0.2 0.08
H -6.69961 -2.97516 -3.16035 -0.3 -0.1 -0.1 0.08
H -7.37261 -3.58589 -1.59495 -0.2 -0.5 -0.5 0.08
H -5.82381 -4.21282 -2.24102 0.0 0.0 0.0 0.06
H -6.82153 -2.46100 1.43809 0.1 -0.7 -0.7 0.11
C 1.11377 2.02519 -7.04872 -0.6 -0.9 0.3 -0.02
C 0.95083 0.46704 -7.01600 -0.1 1.0 -0.4 -0.48
C 0.88037 -0.07221 -8.48741 1.3 -0.9 1.6 -0.03
C 2.13409 -0.11542 -6.18993 -1.1 0.1 -1.3 -0.13
C 1.92952 0.25244 -4.74449 0.4 -0.8 0.1 -0.19
C 0.61967 -0.36049 -4.26882 -0.3 -0.9 -0.6 -0.12
C -0.62315 0.21706 -4.97576 1.0 0.6 -0.4 -0.52
C -1.89220 -0.60726 -4.72285 0.8 0.7 1.0 -0.02
C -0.80314 1.66078 -4.50637 -1.2 -0.7 0.5 -0.03
N -0.34144 0.07054 -6.40781 -0.4 0.4 -1.0 -0.06
O -1.40953 0.77012 -7.22573 1.3 -1.1 1.4 -0.05
H 0.10469 2.42193 -7.11570 0.1 0.4 -0.1 0.07
H 1.60405 2.41298 -6.15398 0.0 0.1 -0.2 0.06
H 1.66020 2.32620 -7.91955 0.4 0.2 -0.5 0.07
H 0.35229 0.60566 -9.13714 -0.3 -0.1 -0.2 0.07
H 1.91525 -0.22694 -8.84329 -0.4 0.3 -0.1 0.08
H 0.45636 -1.09308 -8.40439 -0.1 0.6 -0.4 0.09
H 2.13316 -1.20780 -6.33466 0.3 0.2 0.1 0.13
H 3.03413 0.33726 -6.62441 0.0 -0.3 0.2 0.12
H 2.83938 -0.06139 -4.20128 -0.7 0.1 0.3 0.13
H 1.83057 1.31224 -4.66282 0.3 0.8 0.3 0.06
H 0.47940 -0.27644 -3.20418 -0.1 0.0 0.5 0.10
H 0.60105 -1.41138 -4.56258 0.3 -0.3 0.4 0.12
H -1.65200 -1.65200 -4.77767 0.2 -0.6 0.1 0.08
H -2.63515 -0.41642 -5.47892 -0.4 0.4 0.0 0.08
H -2.23230 -0.35192 -3.70684 -0.3 -0.3 -0.4 0.08
H -1.68875 2.00122 -5.03056 -0.3 0.6 0.2 0.09
H 0.00602 2.32422 -4.70628 0.7 0.3 -0.3 0.05
H -0.95287 1.63455 -3.40831 -0.2 0.2 -0.5 0.10
H -1.71111 -0.05535 -7.60782 -0.6 0.2 -0.5 0.09
C 5.39524 5.90865 -0.05756 -0.4 -0.3 -0.5 -0.03
C 4.71576 6.44639 -1.39115 1.6 -0.4 1.1 -0.48
C 3.65636 7.47798 -0.93056 0.4 -1.2 0.4 -0.03
C 5.82139 7.13927 -2.27342 -0.7 -0.8 -0.8 -0.11
C 6.75605 6.09579 -2.96772 -0.3 0.7 0.3 -0.18
C 5.97371 5.06721 -3.77455 -0.3 0.0 1.3 -0.14
C 4.88432 4.38456 -2.91610 0.5 -2.5 0.3 -0.49
C 3.91592 3.62026 -3.88621 0.2 0.6 0.3 -0.03
C 5.59515 3.31544 -1.94927 -1.0 0.9 0.3 -0.01
N 4.11510 5.34348 -2.16809 -1.9 1.2 0.9 -0.05
O 3.16642 4.67232 -1.24299 1.3 0.3 -0.9 -0.06
H 5.60481 6.75006 0.60297 0.2 0.0 0.0 0.08
H 4.70337 5.23180 0.48040 0.2 0.4 -0.4 0.08
H 6.31191 5.32646 -0.25078 -0.3 0.6 0.2 0.06
H 4.20776 8.33629 -0.56075 -0.1 0.3 0.0 0.08
H 2.97950 7.73855 -1.72004 -0.3 0.3 -0.6 0.07
H 3.05594 7.05755 -0.10171 0.4 0.2 -0.4 0.07
H 5.27194 7.62377 -3.10838 0.3 0.1 0.4 0.12
H 6.38965 7.92549 -1.72706 -0.5 -0.7 -0.2 0.12
H 7.44853 6.62819 -3.62476 0.0 0.0 0.1 0.11
H 7.36901 5.55937 -2.23919 0.0 0.1 0.1 0.10
H 6.66618 4.31448 -4.12221 0.1 -0.5 0.0 0.12
H 5.51954 5.44626 -4.66248 -0.4 0.8 -0.6 0.10
H 4.51307 3.05181 -4.59569 0.1 -0.3 0.0 0.07
H 3.36841 4.36962 -4.49328 0.0 -0.4 0.5 0.08
H 3.23125 2.92586 -3.35960 0.3 0.6 -0.2 0.07
H 4.84763 2.93850 -1.21762 0.4 0.3 -0.4 0.06
H 6.36797 3.84605 -1.36166 -0.2 -0.7 -0.5 0.05
H 5.97706 2.43069 -2.46170 0.2 0.3 -0.2 0.08
H 2.28391 4.90086 -1.56485 0.1 0.0 -0.5 0.05
C 1.73704 2.67619 1.74920 -0.8 0.6 -0.1 -0.03
C 1.78428 1.40732 0.97642 0.5 -2.4 0.1 -0.50
C 1.72384 1.64130 -0.52458 0.2 0.4 -0.3 -0.01
C 3.14232 0.71684 1.37497 0.0 1.0 0.8 -0.13
C 3.25812 -0.70404 0.97758 -0.5 -1.1 -0.8 -0.20
C 2.15497 -1.48726 1.65196 -0.7 0.0 -0.2 -0.13
C 0.77967 -0.95823 1.17869 -1.0 0.9 0.4 -0.48
C 0.52259 -1.26774 -0.29407 0.1 -0.2 0.4 -0.03
C -0.29258 -1.58966 2.07846 -0.2 -0.8 0.2 -0.04
N 0.66481 0.52748 1.45480 1.0 0.3 0.3 -0.04
O -0.53945 1.10450 0.89704 0.6 -0.9 0.2 -0.07
H 1.68111 2.42012 2.80297 -0.1 0.3 0.2 0.09
H 2.60493 3.27191 1.53608 0.6 0.3 0.0 0.09
H 0.87888 3.27626 1.42580 0.0 -0.1 0.4 0.06
H 2.60806 2.22902 -0.79338 -0.2 0.1 -0.2 0.07
H 1.70755 0.72658 -1.12966 0.1 0.3 0.3 0.06
H 0.82648 2.22288 -0.76429 0.2 -0.1 -0.1 0.08
H 3.93906 1.32417 0.93950 0.0 0.1 0.1 0.12
H 3.26143 0.74670 2.47936 -0.1 0.3 -0.5 0.13
H 3.10520 -0.76601 -0.10451 0.2 -0.1 0.0 0.10
H 4.19219 -1.22604 1.15830 0.5 0.5 0.2 0.12
H 2.20760 -1.42595 2.75996 0.1 0.1 -0.5 0.13
H 2.22139 -2.55292 1.37617 -0.2 0.3 0.1 0.11
H -0.24011 -0.59626 -0.69977 0.1 -0.2 0.0 0.08
H 0.18280 -2.29209 -0.32673 -0.2 -0.4 -0.4 0.08
H 1.45284 -1.19904 -0.85463 -0.3 0.0 -0.3 0.06
H -0.28805 -2.70011 2.00987 0.3 0.6 0.0 0.08
H -1.32660 -1.32935 1.82213 0.2 0.4 0.0 0.06
H -0.09215 -1.30162 3.12766 -0.2 -0.1 -0.4 0.08
H -1.10573 1.20269 1.68225 -0.4 0.0 0.0 0.05
```
Forces are in eV/Å.

As for the SMILES: CC1(C)CCCC(C)(C)N1O.CC1(C)CCCC(C)(C)N1O.CC1(C)CCCC(C)(C)N1O.CC1(C)CCCC(C)(C)N1O.CC1(C)CCCC(C)(C)N1O.CC1(C)CCCC(C)(C)N1O.CC1(C)CCCC(C)(C)N1O.CC1(C)CCCC(C)(C)N1O. The LUMO energy comes out at 0.463 eV. The calculation puts the frontier orbital gap at 0.316 Ha. Its electronic energy is -105421.376 eV.

---

DFT (ωB97M-V/def2-TZVPD) results for a cluster of 2 separate species, C14H21N in total at a distorted geometry.

```
36
Properties=species:S:1:pos:R:3:forces:R:3:nbo_charge:R:1
C -0.40664 2.64012 -3.37475 -1.0 0.2 -0.9 -0.60
C -0.45662 1.24782 -2.78118 -3.0 -0.9 -2.5 -0.43
C 0.68244 0.76157 -2.08926 2.4 -1.2 2.1 -0.09
C 1.73556 1.51882 -1.61534 -3.1 -0.9 -0.9 -0.02
N 2.42781 0.77800 -0.72168 2.1 -1.1 3.7 -0.56
C 1.83783 -0.52679 -0.51714 0.0 2.7 -2.0 0.14
C 2.06090 -1.54233 0.35265 1.4 -2.0 0.6 -0.26
C 1.32898 -2.72332 0.14522 -0.6 0.8 -0.1 -0.20
C 0.18617 -2.75573 -0.65596 1.0 2.0 0.3 -0.23
C -0.18249 -1.57357 -1.31338 2.4 -1.8 0.0 -0.19
C 0.79784 -0.61233 -1.46146 -1.3 3.3 0.5 -0.07
H -0.83932 2.49655 -4.40764 0.7 0.9 0.9 0.22
H 0.59272 3.05242 -3.37582 0.2 0.1 -0.5 0.20
H -1.05386 3.33943 -2.81473 0.3 -0.3 -0.3 0.21
H -1.38592 1.26196 -2.17086 0.6 -0.6 0.1 0.21
H -0.72139 0.52436 -3.64640 0.3 0.9 1.3 0.20
H 1.80958 2.59420 -1.77795 0.6 -0.5 0.3 0.22
H 2.81262 1.25323 0.13066 -0.2 -0.8 -1.5 0.40
H 2.91232 -1.60344 1.04533 -0.5 0.4 -0.2 0.22
H 1.56342 -3.62200 0.65632 0.5 -0.5 0.6 0.21
H -0.35698 -3.64497 -0.74653 -1.0 -1.0 0.0 0.21
H -1.07798 -1.52628 -1.80960 -2.0 0.2 -1.4 0.21
C -2.08470 -0.08105 1.69525 2.5 0.8 -3.6 -0.63
C -1.63602 0.55259 2.99899 1.7 1.6 -0.2 -0.20
C -2.81849 1.43241 3.54144 1.4 0.8 -2.1 -0.61
C -1.24119 -0.52643 4.00296 3.6 2.5 0.2 -0.60
H -2.38213 0.67452 0.91111 0.3 -0.1 1.0 0.21
H -2.98035 -0.60179 1.82680 -1.3 -1.4 0.4 0.20
H -1.32283 -0.70184 0.99549 -1.4 1.0 2.3 0.22
H -0.68153 1.28548 2.87497 -2.2 -1.5 -0.1 0.18
H -3.81861 1.02372 3.57302 -0.1 -0.6 -0.2 0.21
H -2.54683 1.72003 4.51312 0.2 0.7 1.5 0.20
H -2.82917 2.35482 2.88821 -0.3 -0.9 0.8 0.21
H -0.34816 -1.13740 3.68512 -1.3 0.4 0.3 0.22
H -1.04276 -0.08082 5.01222 0.2 -0.2 -0.8 0.20
H -2.11898 -0.97876 4.12072 -3.2 -3.2 0.6 0.19
```
Forces are in eV/Å.

As for the SMILES: CCc1c[nH]c2ccccc12.CC(C)C. The LUMO energy comes out at 0.793 eV. The calculation puts the frontier orbital gap at 0.309 Ha. Its electronic energy is -16346.657 eV.

---

DFT (ωB97M-V/def2-TZVPD) results for a structure of composition C11H4N2O5Ti at a distorted geometry.

```
23
Properties=species:S:1:pos:R:3:forces:R:3:nbo_charge:R:1
O -0.69961 1.87334 -3.86702 -0.5 -0.4 2.6 -0.34
C -0.90744 1.69068 -2.76661 0.3 0.4 -2.0 0.50
Ti -1.43761 1.22477 0.04039 5.1 -2.0 -7.2 0.35
O -3.77824 3.19736 0.01646 3.1 -2.5 -0.2 -0.23
C -2.89160 2.46273 -0.01406 -7.4 6.0 0.1 0.54
C -1.77369 0.92917 1.82011 -2.0 -1.4 10.5 0.52
O -1.98580 0.74262 2.94319 0.8 0.6 -4.0 -0.25
C -0.24834 2.64240 0.51516 5.4 6.6 2.5 0.54
O 0.45552 3.48479 0.86409 -2.3 -2.8 -1.2 -0.26
C -2.63190 -0.19794 -0.40619 -5.7 -6.6 -2.0 0.53
O -3.36245 -1.06432 -0.61178 2.4 2.8 0.7 -0.26
N 4.14934 -3.71235 0.22756 -0.8 0.8 0.0 -0.10
C 3.29403 -2.93397 0.18609 0.6 -0.6 0.0 0.18
C 2.22802 -1.96755 0.13992 0.0 -0.1 0.0 -0.01
C 2.04666 -1.07560 1.19794 -0.6 0.6 0.2 -0.16
C 0.99919 -0.15419 1.14471 0.9 -1.4 -1.0 0.06
N 0.15343 -0.12021 0.07136 0.3 -0.3 0.2 -0.56
C 0.32573 -0.98130 -0.97245 1.4 -0.8 1.0 0.07
C 1.36297 -1.91898 -0.95662 -0.7 0.5 -0.2 -0.17
H 2.70342 -1.09462 2.05976 0.0 0.0 -0.1 0.28
H 0.86215 0.52733 1.97208 -0.2 0.1 -0.1 0.23
H -0.34866 -0.95090 -1.81632 -0.1 0.1 0.1 0.23
H 1.48488 -2.60327 -1.78777 0.0 0.1 0.1 0.28
```
Forces are in eV/Å.

As for the spin multiplicity: 3. Its expectation value of S² is 2.013. The LUMO energy (spin up / spin down) comes out at -11.321 / -11.016 eV. The calculation puts the frontier orbital gap (spin up / spin down) at 0.231 / 0.244 Ha. Its electronic energy is -47783.267 eV. The charge is +2.